# 1
{
  "formula": "C20H48BF4N3O4",
  "method": "wB97M-V/def2-TZVPD",
  "charge": 0,
  "e_homo_ha": -0.3379,
  "e_above_lowest_ev": 1.155,
  "elements": ["C", "C", "C", "N", "C", "C", "C", "C", "C", "H", "H", "H", "H", "H", "H", "H", "H", "H", "H", "H", "H", "H", "H", "H", "H", "H", "H", "B", "F", "F", "F", "F", "C", "C", "N", "H", "H", "H", "C", "C", "N", "H", "H", "H", "C", "C", "O", "H", "H", "H", "H", "H", "H", "C", "C", "O", "H", "H", "H", "H", "H", "H", "C", "C", "O", "H", "H", "H", "H", "H", "H", "C", "C", "O", "H", "H", "H", "H", "H", "H"],
  "positions_angstrom": [[78.388, 62.290, 60.426], [78.747, 60.963, 59.602], [78.048, 60.873, 58.247], [78.571, 59.656, 57.425], [78.323, 58.486, 58.166], [80.020, 59.736, 57.113], [80.123, 59.015, 55.753], [78.833, 58.951, 55.072], [77.973, 59.713, 56.072], [78.621, 63.208, 59.788], [79.178, 62.367, 61.151], [77.397, 62.213, 60.672], [78.457, 60.203, 60.114], [79.840, 60.923, 59.409], [78.242, 61.727, 57.790], [77.034, 60.689, 58.536], [78.554, 57.760, 57.579], [77.256, 58.301, 58.328], [79.020, 58.149, 58.982], [80.525, 59.577, 57.938], [80.210, 60.725, 57.185], [80.323, 58.038, 55.995], [80.859, 59.118, 54.974], [78.374, 57.919, 55.047], [78.840, 59.469, 54.223], [77.118, 59.350, 55.982], [77.857, 60.645, 55.860], [75.707, 63.467, 55.681], [75.832, 62.626, 54.489], [74.950, 62.654, 56.455], [76.971, 63.549, 56.243], [75.144, 64.755, 55.459], [76.818, 60.819, 51.785], [76.460, 59.713, 52.714], [76.034, 58.896, 53.409], [76.128, 61.646, 51.749], [77.621, 61.427, 51.987], [76.969, 60.523, 50.787], [79.431, 64.025, 55.107], [79.865, 62.840, 54.228], [80.226, 61.898, 53.597], [79.405, 63.742, 56.372], [80.345, 64.533, 55.145], [78.594, 64.556, 54.767], [77.881, 66.844, 59.496], [77.298, 66.223, 58.275], [76.501, 65.076, 58.574], [77.151, 67.117, 60.161], [78.538, 67.462, 58.863], [78.611, 66.064, 59.759], [78.063, 65.808, 57.563], [76.544, 66.875, 57.822], [76.597, 64.664, 57.716], [73.461, 59.385, 59.313], [74.015, 60.486, 58.342], [74.503, 60.081, 57.105], [74.407, 58.731, 59.602], [72.784, 58.535, 58.959], [73.199, 59.816, 60.275], [74.689, 61.086, 58.890], [73.185, 61.205, 57.887], [74.635, 60.798, 56.640], [76.480, 67.458, 51.894], [76.279, 66.507, 53.107], [75.920, 65.196, 52.667], [75.479, 67.536, 51.387], [77.296, 67.005, 51.443], [76.510, 68.505, 52.016], [75.670, 66.924, 53.878], [77.242, 66.142, 53.617], [75.564, 64.546, 53.199], [70.973, 63.277, 56.428], [71.831, 63.986, 57.487], [71.124, 64.307, 58.689], [70.723, 62.184, 56.968], [71.312, 63.199, 55.490], [70.049, 63.923, 56.344], [72.311, 64.817, 57.126], [72.543, 63.442, 57.782], [71.275, 65.247, 58.968]],
  "lowdin_charge": [-0.02, -0.18, -0.05, -0.20, 0.00, -0.04, -0.12, -0.13, -0.08, 0.09, 0.07, 0.04, 0.03, 0.12, 0.07, 0.13, 0.04, 0.14, 0.16, 0.08, 0.10, 0.08, 0.13, 0.15, 0.05, 0.05, 0.09, -1.25, 0.05, 0.17, 0.10, 0.12, -0.05, -0.22, 0.15, 0.08, 0.03, 0.06, -0.05, -0.21, 0.11, 0.16, 0.03, 0.03, -0.07, -0.35, -0.10, 0.06, 0.09, 0.08, 0.12, 0.12, 0.02, -0.08, -0.32, -0.04, 0.08, 0.09, 0.05, 0.08, 0.14, -0.04, -0.06, -0.29, -0.08, 0.10, 0.04, 0.05, 0.09, 0.11, 0.00, -0.05, -0.32, -0.09, 0.14, 0.01, 0.09, 0.09, 0.01, 0.10]
}

***

# 2
{
  "formula": "C11H25BrCl7CsN2O9S",
  "method": "wB97M-V/def2-TZVPD",
  "charge": 0,
  "e_homo_ha": -0.1562,
  "elements": ["N", "C", "S", "O", "O", "H", "H", "H", "H", "H", "H", "C", "Cl", "Cl", "Cl", "Cl", "Br", "N", "C", "C", "C", "C", "H", "H", "H", "H", "H", "O", "H", "O", "H", "H", "Cs", "C", "C", "C", "O", "C", "O", "O", "H", "H", "H", "H", "H", "H", "O", "H", "H", "H", "C", "Cl", "Cl", "Cl", "H", "O", "H"],
  "positions_angstrom": [[-0.379, -4.044, 4.571], [0.931, -3.282, 4.371], [0.507, -1.909, 3.110], [0.397, -2.560, 1.705], [1.532, -0.745, 3.129], [-1.024, -3.606, 5.265], [-0.230, -5.038, 4.856], [-0.876, -4.034, 3.646], [1.711, -4.048, 3.952], [1.293, -2.708, 5.332], [-0.746, -1.387, 3.565], [-0.922, -5.607, -0.510], [-1.352, -4.245, -1.575], [0.851, -5.780, -0.453], [-1.541, -5.296, 1.131], [-1.644, -7.108, -1.143], [0.066, -3.257, -3.275], [-0.516, 1.129, 1.209], [0.115, 1.890, 2.158], [-0.093, 3.215, 1.849], [-0.883, 3.255, 0.675], [-1.132, 1.953, 0.304], [-0.526, 0.117, 1.181], [0.659, 1.424, 2.969], [0.282, 4.062, 2.409], [-1.233, 4.139, 0.158], [-1.692, 1.543, -0.527], [-0.182, -0.813, -5.201], [-0.593, -0.984, -4.373], [-2.463, 5.956, -0.190], [-2.825, 6.549, -0.866], [-2.951, 6.193, 0.614], [-0.358, -2.711, -6.267], [4.537, 0.049, -0.303], [3.737, -1.157, -0.750], [4.504, -2.444, -0.688], [3.861, -3.229, -1.678], [3.345, -2.352, -2.591], [2.887, -2.671, -3.674], [3.411, -1.066, -2.127], [3.973, 0.970, -0.489], [4.776, -0.008, 0.763], [5.471, 0.137, -0.868], [2.799, -1.218, -0.185], [4.434, -2.926, 0.291], [5.559, -2.339, -0.962], [-5.529, 5.888, -0.031], [-5.798, 6.074, 0.905], [-6.122, 6.351, -0.677], [-5.491, 4.913, -0.210], [-2.076, 4.630, -3.176], [-0.659, 5.191, -4.080], [-3.434, 5.748, -3.390], [-2.531, 2.995, -3.684], [-1.818, 4.602, -2.114], [-2.200, -0.234, -2.459], [-1.820, -0.166, -1.602]],
  "lowdin_charge": [0.11, -0.20, 0.77, -0.39, -0.39, 0.16, 0.17, 0.10, 0.16, 0.15, 0.11, -1.99, 0.30, 0.50, 0.40, 0.49, -0.04, 0.02, -0.17, -0.12, -0.11, -0.10, 0.12, 0.07, 0.09, 0.05, 0.09, -0.96, -0.22, -0.10, 0.00, 0.03, 1.00, -0.02, -0.35, -0.12, 0.05, -0.54, 0.04, 0.09, 0.09, 0.08, 0.09, 0.16, 0.13, 0.14, 0.21, 0.15, 0.16, 0.16, -1.54, 0.53, 0.47, 0.58, -0.02, -0.43, -0.21]
}

***

# 3
{
  "formula": "C42H58F10O28Si2",
  "method": "wB97M-V/def2-TZVPD",
  "charge": 0,
  "e_homo_ha": -0.2896,
  "elements": ["C", "C", "Si", "O", "Si", "C", "C", "C", "C", "C", "C", "C", "C", "C", "C", "C", "F", "C", "C", "H", "H", "H", "H", "H", "H", "H", "H", "H", "H", "H", "H", "H", "H", "H", "H", "H", "H", "H", "H", "H", "H", "H", "H", "H", "H", "H", "H", "H", "H", "H", "C", "C", "O", "C", "O", "O", "F", "H", "H", "H", "C", "C", "O", "C", "O", "O", "F", "H", "H", "H", "C", "C", "O", "C", "O", "O", "F", "H", "H", "H", "C", "C", "O", "C", "O", "O", "F", "H", "H", "H", "C", "C", "O", "C", "O", "O", "F", "H", "H", "H", "C", "C", "O", "C", "O", "O", "F", "H", "H", "H", "C", "C", "O", "C", "O", "O", "F", "H", "H", "H", "C", "C", "O", "C", "O", "O", "F", "H", "H", "H", "C", "C", "O", "C", "O", "O", "F", "H", "H", "H"],
  "positions_angstrom": [[2.704, 1.341, 4.308], [1.847, 1.033, 3.264], [0.107, 0.397, 3.436], [0.038, -1.116, 4.132], [1.453, -2.034, 4.087], [1.169, -3.888, 3.951], [0.818, -4.444, 2.547], [1.585, -3.820, 1.379], [1.226, -4.643, 0.101], [3.111, -3.918, 1.539], [3.862, -3.190, 0.384], [4.398, -1.804, 0.698], [3.878, -0.714, 0.104], [4.727, 0.474, -0.297], [2.373, -0.613, -0.177], [-0.694, 0.306, 1.698], [-0.715, -1.015, 1.213], [-2.127, 0.898, 1.709], [-3.106, 0.063, 0.851], [2.667, 2.262, 4.891], [3.526, 0.652, 4.544], [2.260, 1.091, 2.247], [-0.685, 1.363, 4.230], [2.235, -1.774, 5.315], [2.305, -1.628, 2.947], [0.310, -4.114, 4.601], [2.010, -4.412, 4.413], [1.088, -5.510, 2.556], [-0.256, -4.430, 2.342], [1.261, -2.803, 1.145], [1.744, -5.607, 0.132], [0.153, -4.861, 0.107], [1.471, -4.097, -0.809], [3.415, -4.969, 1.531], [3.464, -3.461, 2.469], [3.271, -3.109, -0.528], [4.736, -3.803, 0.135], [5.229, -1.624, 1.376], [4.091, 1.347, -0.489], [5.412, 0.784, 0.500], [5.289, 0.300, -1.216], [2.112, 0.410, -0.455], [2.014, -1.325, -0.927], [1.881, -0.832, 0.771], [-0.079, 0.905, 1.014], [-2.117, 1.944, 1.396], [-2.484, 0.871, 2.746], [-4.037, 0.600, 0.676], [-3.252, -0.924, 1.283], [-2.637, -0.076, -0.130], [-4.993, 0.906, 5.390], [-5.804, 2.127, 5.748], [-5.737, 2.895, 4.562], [-5.588, 2.015, 3.531], [-5.757, 2.289, 2.392], [-5.230, 0.787, 3.982], [-5.241, 2.827, 6.764], [-3.926, 1.055, 5.568], [-5.318, 0.011, 5.914], [-6.849, 1.922, 5.989], [-3.018, -3.535, 0.162], [-3.373, -4.858, -0.464], [-4.079, -5.508, 0.581], [-4.659, -4.529, 1.338], [-5.523, -4.715, 2.127], [-4.117, -3.319, 1.055], [-2.272, -5.586, -0.772], [-2.090, -3.587, 0.735], [-2.938, -2.732, -0.566], [-4.012, -4.786, -1.346], [8.703, -2.539, 3.733], [8.058, -1.372, 3.026], [6.677, -1.673, 3.137], [6.522, -2.408, 4.277], [5.485, -2.606, 4.809], [7.719, -2.871, 4.717], [8.400, -1.328, 1.718], [8.850, -3.387, 3.063], [9.650, -2.284, 4.200], [8.255, -0.400, 3.483], [-6.391, 3.488, -0.622], [-6.188, 4.616, -1.592], [-4.934, 4.306, -2.177], [-4.812, 2.943, -2.129], [-4.021, 2.321, -2.756], [-5.720, 2.405, -1.281], [-6.093, 5.812, -0.955], [-5.916, 3.676, 0.341], [-7.439, 3.258, -0.456], [-6.948, 4.682, -2.373], [7.088, 4.458, -1.154], [8.524, 4.578, -0.700], [8.732, 3.349, -0.021], [7.901, 2.439, -0.597], [8.001, 1.266, -0.459], [6.955, 3.046, -1.353], [8.692, 5.601, 0.172], [6.390, 4.785, -0.382], [6.885, 5.002, -2.073], [9.250, 4.671, -1.509], [-9.346, 5.979, -6.101], [-8.324, 5.298, -5.228], [-9.106, 4.795, -4.162], [-10.353, 4.554, -4.673], [-11.178, 3.893, -4.143], [-10.506, 5.172, -5.872], [-7.428, 6.188, -4.733], [-9.540, 7.003, -5.778], [-9.073, 5.983, -7.153], [-7.793, 4.476, -5.711], [1.924, -2.175, -4.130], [1.174, -1.056, -4.811], [-0.176, -1.450, -4.650], [-0.237, -2.191, -3.507], [-1.230, -2.474, -2.930], [1.003, -2.570, -3.111], [1.463, -0.988, -6.134], [2.109, -3.015, -4.802], [2.869, -1.852, -3.697], [1.320, -0.072, -4.361], [9.033, 0.709, -3.870], [9.457, 1.860, -4.745], [10.737, 1.455, -5.182], [10.738, 0.085, -5.198], [11.543, -0.578, -5.752], [9.681, -0.400, -4.497], [9.571, 3.016, -4.034], [9.394, 0.812, -2.845], [7.955, 0.569, -3.850], [8.816, 2.035, -5.611], [-9.120, -0.306, -1.801], [-10.324, -0.633, -0.953], [-9.928, -0.175, 0.326], [-9.050, 0.849, 0.129], [-8.726, 1.624, 0.963], [-8.608, 0.863, -1.156], [-10.554, -1.967, -0.897], [-8.370, -1.097, -1.770], [-9.376, -0.097, -2.837], [-11.241, -0.123, -1.253]],
  "lowdin_charge": [-0.03, -0.27, 0.52, -0.35, 0.56, -0.28, -0.23, -0.40, -0.05, -0.17, -0.16, -0.07, -0.32, -0.07, -0.05, -0.36, -0.09, -0.23, -0.07, 0.06, 0.05, 0.06, 0.01, -0.01, 0.01, 0.07, 0.07, 0.12, 0.10, 0.10, 0.09, 0.06, 0.06, 0.11, 0.08, 0.08, 0.11, 0.09, 0.06, 0.07, 0.07, 0.07, 0.07, 0.04, 0.10, 0.11, 0.06, 0.07, 0.06, 0.08, -0.05, -0.31, 0.14, -0.54, 0.18, 0.07, 0.07, 0.14, 0.14, 0.17, -0.06, -0.31, 0.13, -0.55, 0.18, 0.06, 0.07, 0.13, 0.13, 0.17, -0.05, -0.31, 0.10, -0.54, 0.18, 0.08, 0.08, 0.15, 0.14, 0.18, -0.05, -0.31, 0.13, -0.55, 0.17, 0.07, 0.08, 0.13, 0.12, 0.16, -0.05, -0.31, 0.14, -0.56, 0.16, 0.06, 0.08, 0.15, 0.14, 0.17, -0.05, -0.32, 0.12, -0.54, 0.19, 0.07, 0.08, 0.15, 0.14, 0.18, -0.05, -0.31, 0.14, -0.54, 0.18, 0.05, 0.08, 0.15, 0.14, 0.17, -0.06, -0.31, 0.13, -0.54, 0.19, 0.08, 0.06, 0.14, 0.14, 0.17, -0.05, -0.31, 0.14, -0.54, 0.18, 0.06, 0.08, 0.15, 0.14, 0.17]
}

***

# 4
{
  "formula": "C29H30FeN5O4",
  "method": "wB97M-V/def2-TZVPD",
  "multiplicity": 5,
  "s2": 6.017,
  "charge": -1,
  "e_homo_ha": [-0.1499, -0.1504],
  "elements": ["Fe", "C", "C", "C", "N", "C", "C", "C", "C", "C", "C", "C", "N", "C", "C", "C", "N", "C", "C", "C", "C", "C", "C", "C", "N", "C", "C", "H", "H", "H", "H", "H", "H", "H", "H", "H", "H", "H", "H", "H", "H", "H", "H", "H", "H", "H", "H", "H", "H", "H", "H", "H", "H", "O", "C", "O", "C", "C", "C", "C", "C", "C", "N", "O", "O", "H", "H", "H", "H"],
  "positions_angstrom": [[-0.564, 0.533, 0.238], [1.181, -2.281, -1.078], [-0.160, -3.036, -1.379], [-1.446, -2.369, -0.914], [-1.382, -1.480, 0.230], [-1.569, -1.928, 1.409], [-1.630, -3.346, 1.643], [-1.958, -4.107, 2.770], [-2.247, -3.687, 4.051], [-2.174, -2.377, 4.560], [-1.800, -1.164, 3.939], [-1.611, -0.886, 2.528], [-1.447, 0.303, 2.075], [-1.783, 1.501, 2.817], [-1.886, 2.697, 1.935], [-2.756, 2.466, 0.675], [-1.892, 1.999, -0.394], [-2.221, 1.934, -1.688], [-3.599, 2.240, -2.078], [-4.208, 2.606, -3.190], [-3.623, 2.553, -4.477], [-2.359, 1.974, -4.820], [-1.435, 1.332, -4.023], [-1.325, 1.199, -2.586], [-0.458, 0.456, -1.960], [0.297, -0.460, -2.794], [1.496, -1.165, -2.134], [1.085, -1.772, -0.088], [1.948, -3.014, -0.999], [-0.269, -3.275, -2.408], [0.043, -3.981, -0.810], [-1.799, -1.783, -1.725], [-2.229, -3.156, -0.832], [-1.455, -3.888, 0.768], [-1.998, -5.184, 2.552], [-2.424, -4.457, 4.758], [-2.405, -2.258, 5.591], [-1.602, -0.306, 4.587], [-2.715, 1.364, 3.376], [-1.026, 1.807, 3.642], [-2.333, 3.516, 2.610], [-0.952, 3.029, 1.575], [-3.480, 1.670, 0.902], [-3.245, 3.409, 0.401], [-4.217, 2.341, -1.217], [-5.203, 2.969, -3.129], [-4.183, 3.129, -5.207], [-2.137, 2.098, -5.866], [-0.647, 0.840, -4.549], [-0.360, -1.185, -3.254], [0.738, 0.125, -3.613], [2.056, -1.652, -2.909], [2.187, -0.442, -1.738], [1.765, 2.239, 1.790], [2.150, 1.299, 1.131], [1.367, 0.394, 0.582], [3.596, 1.081, 0.902], [4.092, -0.071, 0.376], [5.440, -0.239, 0.224], [6.332, 0.762, 0.476], [5.840, 1.950, 1.056], [4.467, 2.124, 1.263], [7.780, 0.544, 0.340], [8.093, -0.515, -0.219], [8.509, 1.388, 0.838], [3.399, -0.855, 0.168], [5.906, -1.160, -0.014], [6.489, 2.642, 1.544], [3.957, 2.966, 1.768]],
  "lowdin_spin": [3.66, 0.00, 0.00, 0.00, 0.03, 0.01, 0.01, 0.00, 0.01, 0.00, 0.01, 0.01, 0.02, 0.00, 0.00, 0.00, 0.02, 0.01, 0.01, 0.00, 0.02, 0.00, 0.02, 0.00, 0.03, 0.00, 0.00, 0.00, 0.00, 0.00, 0.00, 0.00, 0.00, 0.00, 0.00, 0.00, 0.00, 0.00, 0.00, 0.00, 0.00, 0.00, 0.00, 0.00, 0.00, 0.00, 0.00, 0.00, 0.00, 0.00, 0.00, 0.00, 0.00, 0.01, 0.01, 0.06, 0.00, 0.00, 0.00, 0.00, 0.00, 0.00, 0.00, 0.00, 0.00, 0.00, 0.00, 0.00, 0.00]
}